1.
C4H8N2O2 as an isolated structure. Source: OMol25; level of theory: the ωB97M-V functional and the def2-TZVPD basis.

```
16
Properties=species:S:1:pos:R:3:forces:R:3:mulliken_charge:R:1
C -1.398051 -0.229616 0.701309 -3.620 2.919 3.605 -0.764
C 0.491305 0.627572 0.133138 3.644 -1.744 -4.448 0.249
C 1.459130 -0.133969 -0.491394 -0.337 -1.470 -0.009 -0.493
C 0.935522 -1.280849 -1.384869 2.664 -2.908 -1.757 0.622
H -0.700678 0.168608 1.639531 -2.699 -1.599 -2.237 0.373
H -2.588064 0.328490 0.998306 3.488 -2.080 -1.046 0.249
H -1.452677 -1.340029 0.792291 -0.052 0.862 -0.996 0.296
H -1.281750 1.353471 -0.871964 0.947 -2.246 1.210 0.301
H 1.604923 1.389707 1.986425 -3.978 -0.432 -3.582 0.289
H 0.171429 2.231703 1.253413 -0.635 1.549 0.195 0.231
H 2.608317 -0.391001 -0.366152 -2.671 1.166 0.501 0.282
H -1.177243 -0.918318 -1.421206 4.970 -0.785 -2.683 0.460
N -0.812949 0.410579 -0.574203 -1.061 2.663 4.687 -0.394
N 0.614358 1.360862 1.274474 4.355 0.466 3.140 -0.528
O -0.235354 -1.340285 -2.076524 -2.441 0.276 2.516 -0.567
O 1.761782 -2.236925 -1.592576 -2.574 3.365 0.904 -0.607
```
Forces are in eV/Å.

**Energy above the lowest of the compared OMol25 structures with the same formula, charge and spin**: 162.60 kcal/mol
**Orbital gap**: 9.04 eV
**Maximum force**: 0.1169 Eh/bohr

***

2.
A 2-piece molecular cluster, C2H8NO overall. Source: OMol25; level of theory: the ωB97M-V functional and the def2-TZVPD basis.

```
12
Properties=species:S:1:pos:R:3:forces:R:3:mulliken_charge:R:1
O 0.432247 2.583896 1.871831 0.298 0.561 0.196 -1.134
H 0.964072 3.297048 2.278993 -0.455 -0.619 -0.316 0.127
C -0.078744 -1.383692 -1.277614 -0.744 -0.388 1.129 -0.977
C -0.575967 -0.403715 -0.215931 -0.712 0.513 0.370 -0.364
N 0.411311 -0.039460 0.804273 -0.285 -0.182 -0.885 -0.718
H -0.938389 -1.595784 -1.920172 0.501 0.548 -0.831 0.300
H 0.127409 -2.394491 -0.908240 0.378 0.254 0.517 0.250
H 0.840660 -0.964001 -1.677908 -0.187 -0.167 -0.795 0.285
H -1.508834 -0.747172 0.251337 0.287 -0.493 0.221 0.330
H -0.962272 0.495574 -0.727410 0.340 0.008 -0.317 0.283
H 0.097232 0.831815 1.268211 0.414 -0.042 0.286 0.372
H 1.191275 0.319983 0.252631 0.165 0.007 0.425 0.245
```
Forces are in eV/Å.

**Energy above the lowest of the compared OMol25 structures with the same formula, charge and spin**: 12.34 kcal/mol
**Orbital gap**: 6.56 eV
**Charge**: -1
**Maximum force**: 0.0273 Eh/bohr

***

3.
C5H21Li2N6O8 as an isolated structure. Source: OMol25; level of theory: the ωB97M-V functional and the def2-TZVPD basis.

```
42
Properties=species:S:1:pos:R:3:forces:R:3:mulliken_charge:R:1
Li 9.951114 -6.266491 -20.171231 0.979 0.449 -0.753 0.856
Li 8.319575 -7.376219 -22.122445 -0.460 0.383 -1.727 0.820
C 10.686783 -4.850611 -24.217650 0.625 -0.209 -0.097 -0.999
C 9.730611 -5.689454 -23.411604 -0.287 0.980 -0.681 0.735
O 10.063220 -5.975994 -22.213889 -0.498 -1.236 1.626 -0.746
O 8.630785 -5.990289 -23.916649 0.373 -0.606 0.762 -0.589
H 11.011954 -3.977007 -23.653785 -0.198 0.040 0.036 0.401
H 10.249741 -4.577369 -25.171192 -0.119 0.162 0.065 0.102
H 11.608099 -5.393424 -24.445476 -0.104 -0.175 0.130 0.339
C 9.454462 -6.695097 -27.870333 0.199 0.822 -0.150 0.408
O 9.793739 -7.474863 -28.735652 -0.194 -0.033 0.046 -0.636
N 9.648086 -5.339829 -27.978944 0.142 0.257 0.247 -0.271
N 8.790830 -7.092093 -26.730010 -0.125 -1.132 0.057 -0.262
H 9.468234 -4.705661 -27.224412 -0.299 -0.079 0.003 0.176
H 9.947990 -4.924637 -28.840881 0.140 -0.332 -0.120 0.207
H 8.817714 -6.678141 -25.808138 0.203 0.427 -0.260 0.238
H 8.778235 -8.101978 -26.710650 -0.113 0.053 0.153 0.209
C 5.498213 -8.083874 -22.904871 -0.686 -0.683 -0.739 0.750
O 6.716811 -7.965694 -23.112905 0.431 0.085 1.185 -0.647
N 4.942753 -8.128072 -21.672826 0.559 0.283 0.604 -0.376
N 4.653243 -8.233097 -23.947377 -0.087 -0.091 -0.154 -0.416
H 3.975068 -8.263839 -21.443844 -0.096 -0.013 -0.416 0.175
H 5.563957 -8.061464 -20.888372 -0.051 0.087 0.025 0.137
H 3.663169 -8.368538 -23.842839 0.035 -0.002 0.215 0.182
H 5.038539 -8.527761 -24.828711 0.175 0.327 -0.029 0.241
C 7.651299 -2.852475 -21.398309 -1.204 -0.001 0.752 0.649
O 6.957558 -3.473100 -20.590209 0.505 -0.185 -0.187 -0.679
N 8.016583 -3.413227 -22.588015 0.361 0.402 0.696 -0.234
N 8.042941 -1.572537 -21.168560 0.555 -0.313 -0.717 -0.386
H 8.321543 -2.831210 -23.346082 -0.174 -0.266 -0.296 0.195
H 7.626891 -4.326595 -22.720736 0.072 0.003 -0.551 0.019
H 8.696645 -1.165542 -21.812082 -0.103 0.439 0.183 0.175
H 7.632035 -1.035577 -20.430297 0.028 -0.071 0.118 0.233
O 6.288544 -4.823313 -25.433926 -0.053 0.159 -0.083 -0.666
H 6.142425 -4.804030 -24.485046 -0.046 -0.026 0.027 0.289
H 7.118210 -5.298662 -25.537254 -0.008 -0.156 0.034 0.341
O 11.603658 -7.433524 -20.099213 -0.545 -0.019 -0.027 -0.601
H 12.020820 -8.047252 -19.484045 -0.005 0.086 0.089 0.308
H 11.856655 -7.735914 -20.980571 0.078 0.193 -0.044 0.324
O 14.638898 -3.797472 -23.722557 -0.174 -0.046 0.081 -0.630
H 14.449247 -4.595067 -24.225051 0.092 0.009 -0.066 0.312
H 14.253155 -3.082407 -24.237408 0.077 0.031 -0.036 0.317
```
Forces are in eV/Å.

**Energy above the lowest of the compared OMol25 structures with the same formula, charge and spin**: 0.00 kcal/mol
**Orbital gap**: 7.23 eV
**Charge**: +1
**Maximum force**: 0.0409 Eh/bohr

***

4.
A 7-piece molecular cluster, C17H46NO9S6 overall. Source: OMol25; level of theory: the ωB97M-V functional and the def2-TZVPD basis.

```
79
Properties=species:S:1:pos:R:3:forces:R:3:mulliken_charge:R:1
N -2.596026 4.242252 4.413489 0.066 -0.223 -0.033 -0.907
C -3.121358 3.857979 3.079626 0.314 0.124 0.176 0.727
C -2.026385 4.014518 2.037749 0.142 -0.135 -0.128 -0.757
C -2.149995 3.039742 0.858390 0.261 0.295 0.866 0.461
C -1.953182 1.568446 1.224569 -0.242 0.286 -0.184 -0.455
O -0.889887 1.351762 2.151413 0.366 0.085 0.057 -0.401
C -4.396163 4.700951 2.814635 -0.114 -0.190 0.014 0.196
O -4.371672 5.530767 1.890839 0.030 0.224 -0.288 -0.719
O -5.336009 4.419943 3.591768 -0.225 0.004 0.290 -0.785
H -1.867683 3.572809 4.647711 0.077 0.066 0.070 0.208
H -3.340323 4.080861 5.085565 -0.143 0.166 -0.087 0.314
H -3.461309 2.816689 3.117740 -0.041 -0.133 -0.135 -0.007
H -1.049046 3.900640 2.514565 0.072 -0.130 0.026 0.152
H -2.062030 5.023405 1.630309 -0.143 0.133 0.106 0.383
H -3.148537 3.187152 0.448248 0.071 -0.136 -0.389 0.345
H -1.399783 3.312448 0.116154 -0.110 0.058 -0.220 -0.446
H -2.871782 1.158523 1.637128 -0.047 -0.113 -0.068 0.367
H -1.691927 1.030478 0.310347 -0.156 -0.223 -0.002 0.054
H -1.268421 1.067999 2.986113 -0.140 -0.093 -0.073 0.241
C -2.460234 -2.902571 0.407143 0.061 -0.016 0.054 -0.749
S -3.511736 -1.781703 1.332442 0.039 -0.038 -0.036 0.627
O -2.699434 -1.267143 2.463361 0.061 -0.040 0.194 -0.588
C -4.579820 -3.048104 2.036163 -0.102 -0.079 -0.028 -1.042
H -1.697711 -2.304647 -0.089325 -0.089 -0.019 0.023 0.155
H -1.999998 -3.613899 1.094285 -0.050 0.018 0.059 0.368
H -3.057990 -3.418690 -0.344505 -0.007 0.022 -0.030 0.342
H -3.977172 -3.750563 2.612411 0.043 0.037 -0.010 0.290
H -5.110026 -3.562172 1.233905 -0.016 0.004 0.003 0.351
H -5.294045 -2.550106 2.688335 0.007 0.032 0.002 0.350
C -0.018080 3.812370 -2.950824 0.154 -0.014 -0.100 -0.617
S -1.787223 4.086614 -3.120222 -0.025 0.149 0.057 0.474
O -2.458566 3.031292 -2.336550 -0.117 -0.228 -0.084 -0.502
C -1.904972 3.591979 -4.848943 0.152 -0.017 -0.104 -0.803
H 0.253421 4.037193 -1.921575 -0.066 0.017 0.027 0.287
H 0.218733 2.770221 -3.169332 -0.089 -0.017 0.006 -0.019
H 0.518886 4.480364 -3.625677 -0.001 0.014 0.016 0.417
H -1.544124 2.568358 -4.958297 -0.009 -0.004 0.044 0.097
H -1.319431 4.274766 -5.465820 -0.012 0.005 -0.008 0.380
H -2.953511 3.647435 -5.132717 -0.020 0.011 0.045 0.325
C 4.108134 0.142060 2.986754 0.065 -0.017 0.073 -1.011
S 3.094623 0.591878 1.574109 -0.078 0.019 0.058 0.603
O 4.003009 1.252839 0.591049 0.059 0.020 -0.046 -0.672
C 2.181602 1.887005 2.407633 0.041 0.141 0.015 -0.930
H 4.796934 -0.640673 2.678123 -0.035 -0.033 -0.020 0.322
H 4.662798 1.020420 3.320811 -0.026 0.026 -0.047 0.345
H 3.471583 -0.240028 3.783646 0.004 -0.044 -0.010 0.351
H 2.880429 2.633569 2.787890 0.063 -0.046 -0.041 0.481
H 1.595726 1.452672 3.215118 -0.062 -0.022 -0.051 0.327
H 1.500494 2.337284 1.691042 -0.067 -0.061 0.014 0.162
C 1.616505 -0.839513 -2.465763 0.054 -0.038 0.036 -0.813
S -0.147949 -0.559853 -2.651279 0.051 0.190 0.014 0.661
O -0.834443 -1.606603 -1.843811 0.044 -0.096 -0.140 -0.735
C -0.244542 -1.089436 -4.362974 -0.021 0.011 0.019 -1.196
H 1.882760 -0.607121 -1.436336 -0.015 0.032 0.010 0.110
H 1.843183 -1.883237 -2.684475 -0.045 -0.005 -0.006 0.349
H 2.158767 -0.178464 -3.141817 -0.001 0.022 0.019 0.354
H 0.111108 -2.112001 -4.458236 0.023 -0.033 0.006 0.391
H 0.354978 -0.424903 -4.984532 0.001 0.000 -0.014 0.366
H -1.287394 -1.031925 -4.668435 -0.017 0.025 0.031 0.408
C 6.857824 -1.366369 5.823169 0.048 0.064 0.045 -0.923
S 6.093255 -2.959824 5.495814 0.060 -0.004 0.031 0.465
O 4.865998 -2.688821 4.709642 -0.074 0.016 -0.055 -0.558
C 5.567659 -3.263701 7.187561 0.003 0.004 0.096 -0.922
H 7.215591 -0.971967 4.874568 -0.011 -0.022 -0.024 0.304
H 6.116593 -0.689895 6.248478 -0.031 -0.025 -0.016 0.290
H 7.696961 -1.499160 6.506188 0.010 -0.002 -0.010 0.385
H 4.918502 -2.452338 7.516101 -0.007 0.010 -0.041 0.299
H 6.443854 -3.342657 7.831303 0.003 -0.012 -0.003 0.357
H 5.018622 -4.202490 7.197645 -0.002 -0.010 -0.034 0.310
C 0.588067 -4.947623 -8.481332 0.029 -0.087 -0.023 -0.971
S -0.464309 -3.645061 -7.829676 -0.044 -0.001 -0.019 0.448
O 0.330719 -2.926224 -6.801830 0.067 0.005 -0.016 -0.535
C -1.584409 -4.732423 -6.941956 -0.052 -0.075 0.016 -0.932
H 1.393729 -4.473165 -9.036978 -0.007 0.035 0.003 0.311
H 0.999134 -5.527864 -7.655460 -0.010 0.031 0.025 0.304
H 0.006178 -5.583639 -9.148351 -0.001 0.008 -0.011 0.383
H -1.019380 -5.326568 -6.224066 0.031 0.029 -0.002 0.303
H -2.104414 -5.374989 -7.652430 -0.013 0.008 -0.003 0.379
H -2.303931 -4.107547 -6.417526 0.011 0.033 -0.006 0.310
```
Forces are in eV/Å.

**Orbital gap**: 5.27 eV
**Charge**: -1
**Maximum force**: 0.0185 Eh/bohr

***

Question: What is the formula in the fourth record?
Answer: C17H46NO9S6

***

Question: The lowest orbital gap belongs to which entry?
Answer: C17H46NO9S6